The following is a DFT calculation (ωB97M-V with the def2-TZVPD basis set) of C32H51N4OP2PdS as an isolated structure.

Geometry as XYZ:
```
92
Properties=species:S:1:pos:R:3
C -0.7195 2.5762 -0.6843
C -1.3196 1.9947 1.5264
C -1.3976 3.7957 -0.5871
C -1.8949 3.2873 1.7062
C -1.9292 4.1715 0.6492
H -1.4437 4.4321 -1.4645
H -2.3420 3.4998 2.6760
H -2.3660 5.1601 0.7696
N -0.6776 1.7296 0.3425
P 1.5121 1.1829 -1.4489
P -0.9576 -0.7023 2.0801
C -0.0006 2.1301 -1.9576
H -0.6540 1.4521 -2.5286
H 0.2157 2.9871 -2.6083
C 1.9348 -1.5975 0.4728
O 1.7792 -2.8016 0.3869
C -1.4549 0.9421 2.4522
H -2.0282 1.1711 3.3579
C -2.6809 -1.5311 1.8011
C -0.1743 -1.3657 3.6907
C 2.0627 0.3816 -3.0605
C 2.6767 2.6091 -0.9411
C -2.4899 -2.8530 1.0411
H -1.9149 -3.5880 1.6216
H -3.4850 -3.2867 0.8463
H -1.9932 -2.7043 0.0774
C -3.4102 -1.8025 3.1240
H -2.9288 -2.5678 3.7430
H -3.5432 -0.8814 3.7050
H -4.4201 -2.1725 2.8873
C -3.5969 -0.5753 1.0241
H -4.5104 -1.1190 0.7383
H -3.8863 0.2889 1.6371
H -3.1368 -0.2025 0.1087
C -0.0834 -2.9012 3.6002
H 0.4252 -3.2286 2.6828
H 0.4996 -3.2684 4.4605
H -1.0679 -3.3847 3.6456
C 1.2409 -0.7870 3.8532
H 1.8819 -1.0149 2.9907
H 1.2130 0.3025 3.9867
H 1.7015 -1.2300 4.7529
C -0.9484 -0.9543 4.9474
H -1.9712 -1.3306 4.9821
H -0.4269 -1.3760 5.8194
H -0.9762 0.1343 5.0588
C 4.1430 2.1800 -1.1014
H 4.7746 2.9922 -0.7110
H 4.3711 1.2762 -0.5220
H 4.4308 2.0246 -2.1482
C 2.4292 2.9571 0.5355
H 1.4200 3.3546 0.6993
H 2.5801 2.0932 1.1973
H 3.1476 3.7376 0.8277
C 2.4342 3.8751 -1.7769
H 3.1949 4.6148 -1.4895
H 2.5376 3.7001 -2.8530
H 1.4547 4.3244 -1.5794
C 0.9206 -0.4543 -3.6595
H 0.0609 0.1591 -3.9543
H 1.2991 -0.9530 -4.5660
H 0.5744 -1.2259 -2.9644
C 3.2382 -0.5697 -2.7771
H 2.9634 -1.3504 -2.0543
H 3.5128 -1.0564 -3.7258
H 4.1265 -0.0488 -2.4023
C 2.4737 1.4529 -4.0799
H 1.6616 2.1643 -4.2823
H 3.3758 2.0032 -3.7881
H 2.7026 0.9439 -5.0292
Pd 0.4718 -0.1729 0.2290
N -1.0575 -0.8315 -1.1898
C -2.0924 -0.7830 -1.7558
C -3.1564 -1.0384 -2.6831
C -2.9876 -2.0210 -3.6794
C -4.3681 -0.3182 -2.6215
C -4.0085 -2.2764 -4.5995
H -2.0493 -2.5790 -3.7195
C -5.3903 -0.5838 -3.5373
H -4.4820 0.4462 -1.8529
C -5.2173 -1.5692 -4.5195
H -3.8595 -3.0225 -5.3859
H -6.3216 -0.0137 -3.4921
H -6.0225 -1.7719 -5.2302
N 5.3306 -1.3221 2.7305
C 4.3249 -1.8631 2.0457
N 3.9718 -3.1357 2.2327
S 3.5449 -0.8225 0.8520
H 5.9042 -1.8653 3.3717
H 5.5908 -0.3651 2.5160
H 3.2623 -3.5604 1.6333
H 4.4712 -3.7276 2.8954
```

Results
Gap between HOMO and LUMO (spin up / spin down) (eV): 5.29 / 5.61
Relative energy (zero: lowest compared OMol25 entry of this formula, charge and spin) (kcal/mol): 0.0
Total charge: +1
2S+1: 3
Expectation value of S²: 2.0485